1.
{"formula": "C35H38BrN6O", "method": "the ωB97M-V functional and the def2-TZVPD basis", "e_lumo_ev": 1.80, "homo_lumo_gap_ha": 0.137, "total_charge": -1, "elements": ["C", "C", "C", "N", "Br", "O", "C", "C", "C", "C", "C", "C", "C", "H", "H", "H", "H", "H", "H", "H", "H", "H", "H", "H", "H", "H", "N", "C", "C", "C", "C", "C", "H", "H", "H", "H", "H", "N", "C", "C", "C", "C", "C", "H", "H", "H", "H", "H", "N", "C", "C", "C", "C", "C", "H", "H", "H", "H", "H", "N", "C", "C", "C", "C", "C", "H", "H", "H", "H", "H", "N", "C", "C", "C", "C", "C", "H", "H", "H", "H", "H"], "xyz": [[-1.715, 2.335, -8.524], [-1.957, 2.821, -6.977], [-2.529, 4.347, -6.946], [-3.653, 4.499, -5.953], [-3.904, 6.394, -5.890], [-0.632, 2.883, -6.373], [-0.156, 1.555, -6.004], [0.613, 1.756, -4.584], [1.535, 3.035, -4.521], [2.315, 3.414, -3.237], [2.147, 2.469, -2.000], [1.235, 1.188, -2.055], [0.441, 0.804, -3.365], [-2.149, 3.097, -9.264], [-2.168, 1.284, -8.639], [-0.575, 2.330, -8.711], [-2.689, 2.125, -6.437], [-2.789, 4.722, -8.001], [-1.673, 5.030, -6.555], [-0.978, 0.765, -5.955], [0.689, 1.296, -6.754], [1.627, 3.715, -5.449], [2.936, 4.370, -3.248], [2.717, 2.752, -1.054], [1.094, 0.516, -1.127], [-0.246, -0.111, -3.414], [4.335, 2.232, 1.549], [4.196, 3.391, 2.213], [3.658, 3.491, 3.487], [3.233, 2.327, 4.112], [3.363, 1.116, 3.449], [3.918, 1.122, 2.179], [4.539, 4.273, 1.681], [3.572, 4.453, 3.976], [2.805, 2.364, 5.108], [3.042, 0.189, 3.908], [4.044, 0.199, 1.620], [0.570, 1.172, 5.986], [-0.135, 0.445, 5.104], [-1.465, 0.097, 5.279], [-2.108, 0.521, 6.433], [-1.402, 1.272, 7.363], [-0.076, 1.570, 7.093], [0.411, 0.135, 4.219], [-1.986, -0.489, 4.531], [-3.148, 0.268, 6.607], [-1.872, 1.618, 8.275], [0.516, 2.157, 7.788], [3.666, -1.209, 6.424], [3.033, -2.385, 6.566], [3.637, -3.616, 6.364], [4.972, -3.639, 5.991], [5.651, -2.439, 5.835], [4.960, -1.260, 6.063], [1.989, -2.316, 6.856], [3.076, -4.534, 6.496], [5.479, -4.583, 5.823], [6.694, -2.421, 5.544], [5.449, -0.297, 5.957], [-0.667, -2.327, -3.391], [-0.519, -2.973, -2.224], [-1.194, -4.138, -1.897], [-2.077, -4.668, -2.826], [-2.250, -4.020, -4.041], [-1.526, -2.862, -4.274], [0.180, -2.518, -1.529], [-1.034, -4.619, -0.940], [-2.625, -5.578, -2.607], [-2.932, -4.405, -4.789], [-1.624, -2.320, -5.210], [-3.595, -3.396, 1.560], [-4.906, -3.504, 1.834], [-5.909, -3.269, 0.908], [-5.542, -2.896, -0.377], [-4.195, -2.775, -0.688], [-3.268, -3.035, 0.308], [-5.143, -3.794, 2.853], [-6.951, -3.374, 1.184], [-6.298, -2.702, -1.130], [-3.873, -2.486, -1.680], [-2.204, -2.958, 0.114]], "mulliken_charge": [-1.10, 0.33, -0.55, -0.67, -0.40, -0.29, -0.35, 0.45, -0.38, -0.52, -0.18, -0.38, -0.12, 0.40, 0.21, 0.22, 0.40, 0.21, 0.22, 0.23, 0.21, 0.23, 0.30, 0.24, 0.25, 0.08, -0.55, -0.19, -0.52, -0.09, -0.16, -0.56, 0.35, 0.38, 0.44, 0.54, 0.36, -0.11, -0.08, -0.78, -0.16, -0.56, -0.20, 0.35, 0.46, 0.36, 0.37, 0.36, -0.39, -0.15, -0.48, -0.16, -0.46, -0.18, 0.38, 0.35, 0.36, 0.35, 0.38, -0.32, -0.16, -0.69, -0.23, -0.49, -0.26, 0.44, 0.54, 0.37, 0.38, 0.37, -0.58, -0.24, -0.30, -0.46, -0.16, -0.28, 0.36, 0.36, 0.38, 0.38, 0.56]}

---

2.
{"formula": "C30H49Cl2CrGeN5O4Se", "method": "the ωB97M-V functional and the def2-TZVPD basis", "e_lumo_ev": [-9.47, -8.86], "homo_lumo_gap_ha": [0.180, 0.202], "total_charge": 3, "spin_multiplicity": 2, "elements": ["Cr", "N", "C", "C", "C", "N", "C", "C", "N", "C", "H", "H", "H", "H", "H", "H", "H", "H", "H", "H", "H", "H", "H", "H", "H", "H", "Cl", "C", "C", "C", "C", "C", "Cl", "C", "N", "C", "C", "C", "C", "C", "C", "C", "C", "O", "O", "H", "H", "H", "H", "H", "H", "H", "H", "H", "H", "C", "Ge", "C", "C", "C", "Se", "C", "H", "H", "H", "H", "H", "H", "H", "H", "H", "H", "H", "H", "H", "H", "O", "C", "O", "C", "N", "C", "C", "C", "H", "H", "H", "H", "H", "H", "H", "H", "H"], "xyz": [[0.807, 1.118, 0.423], [2.198, -2.358, 0.516], [3.131, -1.982, 1.651], [2.403, -1.542, 2.931], [2.108, -0.044, 3.119], [0.863, 0.434, 2.416], [3.293, 0.836, 2.732], [3.848, 0.522, 1.350], [2.928, 1.034, 0.272], [4.187, -0.966, 1.207], [1.702, -3.235, 0.688], [2.727, -2.512, -0.344], [1.466, -1.690, 0.278], [3.641, -2.916, 1.867], [3.073, -1.800, 3.754], [1.498, -2.144, 3.086], [1.937, 0.094, 4.183], [0.553, 1.278, 2.903], [0.107, -0.233, 2.576], [4.087, 0.697, 3.469], [3.001, 1.889, 2.787], [4.798, 1.043, 1.252], [3.105, 0.547, -0.606], [3.192, 1.997, 0.082], [5.062, -1.130, 1.838], [4.516, -1.188, 0.184], [-3.168, -5.552, -2.453], [-1.903, -6.108, -1.404], [-1.389, -7.374, -1.594], [-0.379, -7.839, -0.771], [0.129, -7.017, 0.214], [-0.384, -5.741, 0.381], [0.384, -4.759, 1.620], [-1.448, -5.249, -0.392], [-2.020, -3.967, -0.291], [-2.462, -3.350, 0.909], [-2.794, -4.103, 2.033], [-3.202, -3.494, 3.207], [-3.303, -2.111, 3.277], [-3.015, -1.359, 2.151], [-2.606, -1.961, 0.959], [-2.368, -1.059, -0.255], [-1.150, -0.260, 0.025], [0.025, -0.728, -0.219], [-1.182, 0.889, 0.587], [-1.794, -8.000, -2.380], [0.014, -8.840, -0.899], [0.933, -7.360, 0.853], [-2.604, -3.771, -1.086], [-2.741, -5.185, 1.975], [-3.464, -4.103, 4.064], [-3.648, -1.630, 4.184], [-3.143, -0.278, 2.180], [-3.217, -0.391, -0.381], [-2.197, -1.623, -1.167], [-2.963, 4.429, 2.298], [-2.007, 5.465, 0.953], [-0.750, 6.747, 1.709], [-3.155, 6.223, -0.416], [-0.911, 4.054, -0.001], [0.672, 3.543, 1.003], [1.974, 4.645, 0.087], [-3.432, 5.089, 3.031], [-2.282, 3.758, 2.830], [-3.745, 3.834, 1.822], [-1.280, 7.416, 2.389], [-0.301, 7.360, 0.923], [0.040, 6.251, 2.278], [-3.802, 6.978, 0.035], [-3.787, 5.457, -0.867], [-2.562, 6.706, -1.195], [-0.564, 4.367, -0.987], [-1.516, 3.156, -0.109], [1.598, 5.664, 0.129], [2.062, 4.317, -0.947], [2.928, 4.592, 0.605], [0.717, 1.606, -1.518], [1.299, 1.010, -2.506], [2.104, 0.070, -2.462], [0.895, 1.559, -3.882], [1.545, 0.687, -4.934], [0.452, -0.157, -5.553], [-0.751, 0.769, -5.515], [-0.628, 1.477, -4.154], [1.279, 2.573, -3.963], [2.229, 0.118, -4.427], [2.015, 1.238, -5.646], [0.317, -1.030, -4.917], [0.746, -0.480, -6.547], [-1.686, 0.225, -5.625], [-0.692, 1.494, -6.332], [-1.113, 0.900, -3.366], [-1.080, 2.466, -4.167]], "mulliken_charge": [0.65, 0.52, 0.41, -1.40, 0.21, -0.30, -1.36, 0.25, -0.32, -1.57, -0.20, 0.50, -0.04, 0.34, 0.69, 0.33, 0.46, 0.34, 0.24, 0.52, 0.40, 0.40, 0.19, 0.26, 0.51, 0.45, -0.22, 0.64, -0.64, -0.50, -0.77, 1.19, -0.18, -1.00, 0.13, 0.12, 0.01, -0.80, -0.91, -0.47, -0.07, -1.04, 1.22, -1.16, -0.44, 0.44, 0.42, 0.46, 0.41, 0.56, 0.45, 0.48, 0.57, 0.50, 0.27, -1.12, 0.62, -1.20, -1.15, -0.91, 0.23, -1.17, 0.42, 0.31, 0.33, 0.41, 0.35, 0.38, 0.40, 0.37, 0.37, 0.52, 0.09, 0.35, 0.29, 0.42, 0.00, 0.24, -0.87, -0.29, 0.00, -0.54, -0.74, -0.23, 0.47, 0.29, 0.41, 0.26, 0.43, 0.39, 0.31, -0.05, 0.45]}